--- one ---
{"formula": "CH5NO2Si", "method": "ωB97M-V/def2-TZVPD", "species": ["C", "N", "O", "O", "Si", "H", "H", "H", "H", "H"], "coordinates": [[1.561, -0.064, 0.006], [0.391, -0.446, -0.202], [0.054, -1.740, -0.049], [-2.292, -0.147, -0.128], [-1.196, 0.813, 0.028], [1.859, 1.023, -0.095], [2.300, -0.840, 0.426], [-1.066, 1.690, -1.104], [-0.873, -1.553, -0.291], [-0.738, 1.265, 1.409]], "homo_ev": -9.67, "homo_lumo_gap_ev": 9.6, "total_charge": 0, "spin_multiplicity": 1}

--- two ---
{"formula": "CH5NO2Si", "method": "ωB97M-V/def2-TZVPD", "species": ["C", "N", "O", "O", "Si", "H", "H", "H", "H", "H"], "coordinates": [[0.717, -1.261, 0.511], [-1.004, 1.898, 0.452], [-1.024, 2.855, -0.251], [-1.516, 1.791, 1.546], [0.314, -0.314, -1.108], [1.703, -1.141, 0.931], [-0.090, -0.815, 1.229], [0.736, -2.345, 0.347], [-1.076, -0.347, -1.382], [1.239, -0.320, -2.275]], "homo_ev": [-9.49, -7.74], "homo_lumo_gap_ev": [8.3, 5.9], "total_charge": 0, "spin_multiplicity": 1}

one takes first place; second place is 3.353 eV up.

--- one ---
{"formula": "C3H5NO2S2", "method": "ωB97M-V/def2-TZVPD", "species": ["C", "C", "C", "N", "O", "O", "S", "S", "H", "H", "H", "H", "H"], "coordinates": [[-1.129, 0.195, -0.383], [1.038, -0.458, 0.172], [1.459, 0.998, 0.343], [-0.104, -0.647, -0.694], [-2.246, 0.262, -1.070], [-2.700, -1.673, 0.532], [-0.189, 1.920, 0.222], [-2.645, -0.215, 0.507], [1.903, -1.113, -0.071], [0.671, -0.839, 1.085], [1.883, 1.172, 1.359], [2.067, 1.307, -0.370], [-0.008, -0.908, -1.630]], "homo_ev": -8.76, "homo_lumo_gap_ev": 9.2, "total_charge": 0, "spin_multiplicity": 1}

--- two ---
{"formula": "C3H5NO2S2", "method": "ωB97M-V/def2-TZVPD", "species": ["N", "C", "S", "O", "C", "S", "C", "O", "H", "H", "H", "H", "H"], "coordinates": [[1.088, -0.730, 0.925], [0.459, 0.147, 1.724], [1.119, 0.631, 3.118], [-0.773, 0.641, 1.373], [-1.316, 0.356, 0.116], [-0.757, 1.380, -1.227], [0.167, 0.186, -2.156], [0.361, -0.971, -1.823], [1.981, -1.154, 1.203], [0.768, -0.914, 0.001], [-1.238, -0.655, -0.216], [-2.370, 0.572, 0.151], [0.510, 0.510, -3.189]], "homo_ev": -8.39, "smiles": "NC(=S)OCSC=O", "homo_lumo_gap_ev": 8.6, "total_charge": 0, "spin_multiplicity": 1}

two takes first place; second place is 2.018 eV up.

--- one ---
{"formula": "C2H4ClNO", "method": "ωB97M-V/def2-TZVPD", "species": ["C", "C", "N", "O", "Cl", "H", "H", "H", "H"], "coordinates": [[-2.315, 0.606, 0.633], [1.801, 1.076, 1.264], [-3.525, 0.469, 0.473], [1.797, 0.726, 0.037], [-0.962, -0.558, 0.694], [2.538, 1.910, 1.392], [-1.968, 1.676, 0.901], [-3.942, -0.417, 0.238], [1.017, 0.128, -0.041]], "homo_ev": -8.39, "homo_lumo_gap_ev": 9.2, "total_charge": 0, "spin_multiplicity": 1}

--- two ---
{"formula": "C2H4ClNO", "method": "ωB97M-V/def2-TZVPD", "species": ["O", "N", "C", "C", "Cl", "H", "H", "H", "H"], "coordinates": [[1.525, 1.422, 1.501], [1.154, 1.114, 0.394], [-0.009, 0.288, 0.385], [-0.132, -0.722, -0.736], [-1.844, -1.493, -0.653], [-0.699, 1.090, 0.077], [-0.293, 0.073, 1.339], [0.529, -1.540, -0.597], [-0.232, -0.231, -1.711]], "homo_ev": -9.54, "smiles": "O=NCCCl", "homo_lumo_gap_ev": 9.3, "total_charge": 0, "spin_multiplicity": 1}

two takes first place; second place is 0.945 eV up.

--- one ---
{"formula": "C2H4ClNO", "method": "ωB97M-V/def2-TZVPD", "species": ["H", "N", "C", "Cl", "O", "C", "H", "H", "H"], "coordinates": [[-0.461, -2.152, -0.924], [-0.402, -1.373, -0.270], [-0.249, -0.268, -0.883], [-0.496, -0.112, -2.649], [0.158, 0.887, -0.392], [0.368, 0.755, 1.038], [-0.692, 0.925, 1.438], [1.066, 1.630, 1.418], [0.709, -0.291, 1.224]], "homo_ev": -10.50, "smiles": "[H]/N=C(\\Cl)OC", "homo_lumo_gap_ev": 11.4, "total_charge": 0, "spin_multiplicity": 1}

--- two ---
{"formula": "C2H4ClNO", "method": "ωB97M-V/def2-TZVPD", "species": ["N", "C", "O", "C", "Cl", "H", "H", "H", "H"], "coordinates": [[1.292, 1.251, 0.097], [1.075, -0.086, 0.052], [1.922, -0.907, -0.237], [-0.273, -0.632, 0.296], [-1.850, 0.096, -0.117], [0.512, 1.872, -0.072], [2.252, 1.610, -0.152], [-0.290, -0.633, 1.332], [-0.250, -1.674, 0.001]], "homo_ev": -10.16, "smiles": "NC(=O)CCl", "homo_lumo_gap_ev": 11.0, "total_charge": 0, "spin_multiplicity": 1}

two takes first place; second place is 0.994 eV up.

--- one ---
{"formula": "C2H13NO3", "method": "ωB97M-V/def2-TZVPD", "species": ["C", "C", "N", "H", "H", "H", "H", "H", "H", "H", "O", "H", "H", "O", "H", "H", "O", "H", "H"], "coordinates": [[-0.272, -2.814, 0.051], [-0.145, -1.762, 1.115], [0.680, -0.580, 0.454], [0.041, -2.479, -0.963], [0.425, -3.600, 0.120], [-1.255, -3.370, -0.074], [-1.178, -1.401, 1.486], [0.448, -2.093, 1.939], [0.489, 0.185, 1.098], [1.651, -0.764, 0.744], [-0.789, 2.356, 1.763], [-0.335, 2.948, 2.361], [-0.918, 2.782, 0.932], [1.177, 0.098, -2.286], [1.177, -0.237, -1.351], [1.090, 1.058, -2.218], [-0.771, 3.157, -1.412], [-1.224, 2.564, -1.984], [-0.290, 3.953, -1.774]], "homo_ev": -10.01, "smiles": "CCN.O.O.O", "homo_lumo_gap_ev": 10.6, "total_charge": 0, "spin_multiplicity": 1}

--- two ---
{"formula": "C2H13NO3", "method": "ωB97M-V/def2-TZVPD", "species": ["C", "N", "C", "H", "H", "H", "H", "H", "H", "H", "O", "H", "H", "O", "H", "H", "O", "H", "H"], "coordinates": [[-1.718, 0.870, -0.077], [-1.205, 0.436, 1.259], [-0.105, 1.266, 1.686], [-1.799, 1.955, -0.109], [-2.671, 0.401, -0.296], [-0.914, 0.654, -0.786], [-2.004, 0.530, 1.879], [-0.204, 2.345, 1.905], [0.209, 0.938, 2.690], [0.715, 1.160, 0.976], [1.505, -1.160, -1.114], [2.143, -1.777, -1.474], [0.955, -1.718, -0.547], [-0.119, -2.162, 1.396], [0.431, -1.811, 2.108], [-0.687, -1.423, 1.099], [1.139, 0.935, -2.856], [1.862, 1.516, -2.636], [1.134, 0.263, -2.173]], "homo_ev": -9.62, "smiles": "CNC.O.O.O", "homo_lumo_gap_ev": 10.3, "total_charge": 0, "spin_multiplicity": 1}

--- three ---
{"formula": "C2H13NO3", "method": "ωB97M-V/def2-TZVPD", "species": ["C", "C", "N", "H", "H", "H", "H", "H", "H", "H", "O", "H", "H", "O", "H", "H", "O", "H", "H"], "coordinates": [[-1.102, 0.607, 2.895], [-1.204, 0.474, 1.292], [-0.674, -0.927, 0.921], [-0.215, 0.955, 3.265], [-1.888, 1.355, 3.092], [-1.413, -0.354, 3.276], [-2.140, 0.491, 0.753], [-0.458, 1.244, 0.853], [0.114, -1.078, 1.513], [-1.297, -1.757, 0.909], [1.320, 2.884, -0.216], [0.736, 2.177, -0.412], [2.212, 2.555, -0.389], [0.630, -3.004, -4.934], [1.199, -2.639, -5.498], [0.728, -2.277, -4.196], [1.054, -0.145, -1.435], [1.847, 0.163, -0.917], [0.552, -0.724, -0.771]], "homo_ev": -9.60, "smiles": "CCN.O.O.O", "homo_lumo_gap_ev": 10.2, "total_charge": 0, "spin_multiplicity": 1}

--- four ---
{"formula": "C2H13NO3", "method": "ωB97M-V/def2-TZVPD", "species": ["C", "C", "N", "H", "H", "H", "H", "H", "H", "H", "O", "H", "H", "O", "H", "H", "O", "H", "H"], "coordinates": [[0.611, -1.701, 2.314], [-0.720, -1.259, 1.556], [-0.845, 0.218, 1.407], [1.438, -1.526, 1.563], [0.835, -1.086, 3.157], [0.547, -2.675, 2.803], [-0.663, -1.826, 0.564], [-1.560, -1.720, 2.120], [-0.718, 0.597, 2.437], [-0.037, 0.545, 0.909], [-0.447, -1.313, -2.531], [-0.865, -0.461, -2.384], [0.109, -1.054, -3.243], [-1.501, 1.759, -2.551], [-0.672, 2.142, -2.218], [-2.059, 1.412, -1.885], [2.045, 2.472, -1.089], [2.940, 2.518, -1.310], [1.561, 2.959, -1.620]], "homo_ev": -9.36, "smiles": "CCN.O.O.O", "homo_lumo_gap_ev": 9.7, "total_charge": 0, "spin_multiplicity": 1}

two takes first place; second place is 0.545 eV up.

--- one ---
{"formula": "C4H4ClF", "method": "ωB97M-V/def2-TZVPD", "species": ["C", "C", "C", "C", "F", "H", "H", "H", "Cl", "H"], "coordinates": [[-1.435, -1.519, -0.648], [-0.569, -0.749, -0.341], [-0.099, 0.530, 0.106], [-1.063, 1.372, 0.297], [-2.400, 1.075, 0.231], [-1.756, -2.442, -1.192], [0.927, 0.763, 0.257], [-0.996, 2.487, 0.556], [4.171, -0.375, 0.589], [3.220, -1.142, 0.143]], "homo_ev": -9.53, "smiles": "C#C/C=C\\F.Cl", "homo_lumo_gap_ev": 10.2, "total_charge": 0, "spin_multiplicity": 1}

--- two ---
{"formula": "C4H4ClF", "method": "ωB97M-V/def2-TZVPD", "species": ["C", "C", "C", "C", "F", "Cl", "H", "H", "H", "H"], "coordinates": [[-0.911, -0.462, -0.652], [-0.382, 0.765, -0.726], [0.062, -0.930, 0.408], [0.621, 0.503, 0.317], [0.953, -1.879, -0.023], [2.295, 0.802, 0.173], [-1.709, -0.972, -1.153], [-0.636, 1.672, -1.239], [-0.333, -1.278, 1.365], [0.040, 1.779, 1.530]], "homo_ev": [-9.16, -9.16], "homo_lumo_gap_ev": [9.0, 9.0], "total_charge": 0, "spin_multiplicity": 1}

one takes first place; second place is 1.295 eV up.

--- one ---
{"formula": "C2H5N2", "method": "ωB97M-V/def2-TZVPD", "species": ["C", "C", "N", "N", "H", "H", "H", "H", "H"], "coordinates": [[0.293, -0.193, 0.273], [-1.059, -0.761, 0.072], [-0.671, 0.620, 0.336], [1.549, -0.101, 0.017], [-1.270, -0.971, -0.989], [-1.641, -1.150, 0.936], [-1.126, 2.745, -0.536], [2.023, -0.957, -0.206], [1.903, 0.767, 0.096]], "homo_ev": [-15.22, -16.39], "homo_lumo_gap_ev": [6.7, 11.8], "total_charge": 1, "spin_multiplicity": 1}

--- two ---
{"formula": "C2H5N2", "method": "ωB97M-V/def2-TZVPD", "species": ["N", "C", "C", "N", "H", "H", "H", "H", "H"], "coordinates": [[-1.694, -0.007, -0.005], [-0.166, 0.106, 0.010], [1.164, -0.551, -0.167], [0.778, 0.958, -0.101], [-2.253, -0.838, 0.362], [-2.154, 0.787, 0.302], [1.653, -0.819, 0.661], [1.620, -0.828, -1.171], [1.196, 1.794, 0.123]], "homo_ev": -16.36, "smiles": "[NH2+]=C1CN1", "homo_lumo_gap_ev": 11.5, "total_charge": 1, "spin_multiplicity": 1}

--- three ---
{"formula": "C2H5N2", "method": "ωB97M-V/def2-TZVPD", "species": ["C", "C", "N", "N", "H", "H", "H", "H", "H"], "coordinates": [[0.922, -0.104, 0.052], [-0.960, 0.081, 0.040], [-0.014, -1.042, 0.026], [0.110, 0.951, 0.002], [2.959, 0.124, -0.100], [-1.398, -0.009, -0.979], [-1.571, 0.070, 0.895], [-0.160, -1.975, 0.012], [0.111, 1.905, 0.052]], "homo_ev": [-16.43, -16.42], "homo_lumo_gap_ev": [9.6, 10.2], "total_charge": 1, "spin_multiplicity": 1}

two takes first place; second place is 2.753 eV up.